Record 1
C3H10N2O | ωB97M-V/def2-TZVPD

XYZ file:
```
16
Properties=species:S:1:pos:R:3:forces:R:3
N 0.445165 -2.174964 0.764372 -0.12 -0.72 0.35
C 0.160323 -1.782881 -0.603872 -0.17 0.66 -0.13
N -0.136929 -0.356697 -0.790499 -0.12 0.11 0.30
C 0.145972 0.559232 0.306254 0.12 0.60 -0.63
C -0.030287 2.000717 -0.178721 -0.85 -0.32 0.01
O -1.416884 2.403354 -0.187854 0.33 -0.13 0.08
H 1.165932 -2.879998 0.787532 0.01 -0.03 0.06
H 0.693638 -1.460973 1.427462 -0.01 0.29 -0.28
H 1.000838 -2.033510 -1.255486 0.07 -0.13 -0.03
H -0.723660 -2.322545 -0.957588 0.17 -0.14 -0.07
H -1.108835 -0.221341 -1.029546 -0.04 -0.15 -0.07
H -0.553447 0.429018 1.143288 0.37 -0.11 0.31
H 1.196123 0.479056 0.612067 -0.23 -0.25 0.14
H 0.524370 2.674342 0.462312 0.32 0.24 0.03
H 0.304498 2.052875 -1.216726 0.09 0.19 0.18
H -1.666823 2.634313 0.717012 0.06 -0.11 -0.27
```
Forces are in eV/Å.

Properties
- SMILES string: NCNCCO
- Relative energy (zero: lowest compared OMol25 entry of this formula, charge and spin): 154.99 kJ/mol
- Energy: -305.01562 hartree
- HOMO energy: -8.461 eV

List of natural (NBO) charges in e, atom by atom: atom 1 (N): -0.8679, atom 2 (C): -0.0319, atom 3 (N): -0.6382, atom 4 (C): -0.2563, atom 5 (C): -0.0676, atom 6 (O): -0.7296, atom 7 (H): 0.3618, atom 8 (H): 0.3660, atom 9 (H): 0.1510, atom 10 (H): 0.1663, atom 11 (H): 0.3656, atom 12 (H): 0.1709, atom 13 (H): 0.1921, atom 14 (H): 0.1615, atom 15 (H): 0.1932, atom 16 (H): 0.4631



Record 2
C3H10N2O | ωB97M-V/def2-TZVPD

XYZ file:
```
16
Properties=species:S:1:pos:R:3:forces:R:3
C -2.836355 -0.838731 0.176504 0.57 0.65 1.54
C -1.678685 0.203777 -0.005674 -0.38 -0.38 -0.11
N -0.443614 -0.363385 -0.250299 0.20 0.85 0.11
O -1.829754 1.416587 -0.001450 -0.04 -1.19 0.07
H -3.410424 -0.544581 1.142733 0.71 -0.42 -1.94
H -2.404942 -1.860080 0.356945 -0.55 0.88 -0.39
H -3.450525 -0.798533 -0.742105 0.10 -0.13 0.72
H 0.310583 0.340220 -0.356433 -0.92 -0.93 0.18
H -0.245455 -1.358221 -0.135153 -0.16 0.83 -0.07
C 3.214515 0.010264 0.710874 0.71 -1.09 -1.49
N 2.819125 0.035002 -0.724586 -4.24 -0.12 1.51
H 2.999610 0.930531 1.162419 -0.12 1.42 0.57
H 2.773045 -0.766141 1.323080 -0.23 -0.40 0.01
H 4.276048 -0.173204 0.650190 0.48 0.22 0.66
H 3.194457 -0.761262 -1.152521 1.15 -1.30 -0.86
H 1.770211 -0.294607 -0.703587 2.72 1.11 -0.49
```
Forces are in eV/Å.

Properties
- SMILES string: CC(N)=O.CN
- Relative energy (zero: lowest compared OMol25 entry of this formula, charge and spin): 104.58 kJ/mol
- Energy: -305.03482 hartree
- HOMO energy: -9.942 eV

List of natural (NBO) charges in e, atom by atom: atom 1 (C): -0.7174, atom 2 (C): 0.6823, atom 3 (N): -0.8572, atom 4 (O): -0.6069, atom 5 (H): 0.2437, atom 6 (H): 0.2056, atom 7 (H): 0.2451, atom 8 (H): 0.4044, atom 9 (H): 0.4001, atom 10 (C): -0.4190, atom 11 (N): -0.7928, atom 12 (H): 0.1938, atom 13 (H): 0.1677, atom 14 (H): 0.1934, atom 15 (H): 0.3429, atom 16 (H): 0.3144